Density functional theory data (the ωB97M-V functional and the def2-TZVPD basis) for a structure of composition CHCl2FS in a non-equilibrium geometry.

Results
* lowest unoccupied orbital energy: 0.3 eV
* multiplicity: 1
* Kohn-Sham gap: 10.724 eV
* ΔE to the lowest compared entry with this formula, charge and spin: 6.0 kcal/mol
* energy: -1457.1093 a.u.

Each line ends with the natural charge from an NBO analysis.
Cartesian coordinates (Å):
C 0.251626 0.092650 0.342391  0.101
F 0.158357 -0.138110 1.669037  -0.322
S -1.139846 0.801766 -0.432598  0.048
Cl 0.426048 -1.471986 -0.378208  0.015
Cl 1.821426 1.002726 0.085892  -0.023
H -1.517613 -0.287048 -1.286515  0.181

Cartesian forces (eV/Å) of the 2 atoms listed first:
1.69 -0.91 -0.09
-0.35 0.77 0.14

=====

Density functional theory data (the ωB97M-V functional and the def2-TZVPD basis) for an isolated molecule of CHCl2NO in a non-equilibrium geometry.

Results
* lowest unoccupied orbital energy: -0.2 eV
* multiplicity: 1
* Kohn-Sham gap: 9.337 eV
* ΔE to the lowest compared entry with this formula, charge and spin: 35.4 kcal/mol
* energy: -1088.9480 a.u.

Each line ends with the natural charge from an NBO analysis.
Cartesian coordinates (Å):
C 0.529048 -0.406926 -0.087633  -0.074
N -0.267229 0.555608 0.094554  0.121
O 0.095570 1.684754 -0.001549  -0.415
Cl 0.088786 -2.068670 0.046902  0.054
Cl -1.984671 0.190279 -0.014557  0.070
H 1.538494 0.044958 -0.037717  0.244

Cartesian forces (eV/Å) of the 2 atoms listed first:
2.02 -2.14 0.97
-1.50 -0.80 -1.44

=====

Density functional theory data (the ωB97M-V functional and the def2-TZVPD basis) for a cluster of 2 separate species, CHCl2NO in total in a non-equilibrium geometry.

Results
* lowest unoccupied orbital energy: 0.3 eV
* multiplicity: 1
* Kohn-Sham gap: 10.281 eV
* ΔE to the lowest compared entry with this formula, charge and spin: 24.1 kcal/mol
* energy: -1088.9659 a.u.

Each line ends with the natural charge from an NBO analysis.
Cartesian coordinates (Å):
C -0.777348 -0.225600 0.890825  0.076
N -0.015305 0.621940 0.962489  0.197
O 0.798829 1.482036 0.951896  -0.418
Cl -1.615295 -1.643285 1.025903  0.146
Cl 0.749305 -0.728203 -2.061788  -0.269
H 0.859815 0.493112 -1.769325  0.268

Cartesian forces (eV/Å) of the 2 atoms listed first:
-1.13 -1.33 0.18
-0.18 -0.68 -0.06

=====

Density functional theory data (the ωB97M-V functional and the def2-TZVPD basis) for a cluster of 2 separate species, CHCl2NO2 in total in a non-equilibrium geometry.

Results
* lowest unoccupied orbital energy (spin up / spin down): -0.5 / -2.2 eV
* multiplicity: 1
* Kohn-Sham gap (spin up / spin down): 10.483 / 6.257 eV
* ΔE to the lowest compared entry with this formula, charge and spin: 97.0 kcal/mol
* energy: -1164.1331 a.u.

Each line ends with the natural charge from an NBO analysis.
Cartesian coordinates (Å):
C -0.522840 0.759937 -0.101985  -0.339
N 2.353856 0.673789 -0.387694  0.504
O 2.910020 1.616023 0.087195  -0.256
O 2.826689 -0.350074 -0.810668  -0.279
Cl -0.808721 1.108733 -1.745202  0.041
Cl -0.637433 1.968971 1.051012  0.102
H -0.034961 -0.234855 -0.073100  0.226

Cartesian forces (eV/Å) of the 2 atoms listed first:
0.62 -1.22 -1.20
1.74 -0.49 0.00

=====

Density functional theory data (the ωB97M-V functional and the def2-TZVPD basis) for a cluster of 2 separate species, CHCl2NS in total in a non-equilibrium geometry.

Results
* lowest unoccupied orbital energy (spin up / spin down): -1.0 / -2.1 eV
* multiplicity: 1
* Kohn-Sham gap (spin up / spin down): 7.042 / 5.293 eV
* ΔE to the lowest compared entry with this formula, charge and spin: 75.3 kcal/mol
* energy: -1411.8908 a.u.

Each line ends with the natural charge from an NBO analysis.
Cartesian coordinates (Å):
C 1.184279 -0.422450 -0.050112  0.325
N 0.239931 -1.134714 0.068139  -0.506
S -1.065642 1.984770 -0.048938  -0.287
Cl 2.680700 0.061241 0.134034  0.261
Cl -2.412388 0.485513 0.194767  -0.218
H -0.626878 -0.974359 -0.297890  0.425

Cartesian forces (eV/Å) of the 2 atoms listed first:
-2.77 0.71 -0.12
4.39 -1.07 1.03

=====

Density functional theory data (the ωB97M-V functional and the def2-TZVPD basis) for a structure of composition CHCl2O2P in a non-equilibrium geometry.

Results
* lowest unoccupied orbital energy: -1.5 eV
* multiplicity: 1
* Kohn-Sham gap: 8.379 eV
* ΔE to the lowest compared entry with this formula, charge and spin: 5.3 kcal/mol
* energy: -1450.9338 a.u.

Each line ends with the natural charge from an NBO analysis.
Cartesian coordinates (Å):
C -1.336226 -0.545496 0.004705  0.624
O -2.255190 -0.903277 -0.688758  -0.587
O -0.119165 -0.791619 -0.280629  -0.691
P 1.288836 0.584101 0.660477  1.013
Cl 1.263129 2.086994 -0.699095  -0.232
Cl 2.764408 -0.575270 0.119530  -0.196
H -1.605793 0.144565 0.883773  0.069

Cartesian forces (eV/Å) of the 2 atoms listed first:
-2.83 1.72 0.41
-0.14 -0.48 0.09

=====

Density functional theory data (the ωB97M-V functional and the def2-TZVPD basis) for a structure of composition CHCl3IMg in a non-equilibrium geometry.

Results
* total charge: +1
* lowest unoccupied orbital energy: -9.1 eV
* multiplicity: 1
* Kohn-Sham gap: 3.528 eV
* ΔE to the lowest compared entry with this formula, charge and spin: 84.1 kcal/mol
* energy: -1916.6621 a.u.

Each line ends with the natural charge from an NBO analysis.
Cartesian coordinates (Å):
Mg 5.480560 5.107521 3.990291  0.975
I 2.809220 2.760881 1.313881  0.025
C -1.611550 -1.480869 -1.056619  -0.245
Cl -1.192750 -3.011659 -0.199109  0.001
Cl -3.316020 -0.926189 -0.587099  -0.005
Cl -1.291900 -1.672139 -2.798049  0.034
H -0.877560 -0.777549 -0.663299  0.214

Cartesian forces (eV/Å) of the 2 atoms listed first:
-0.62 -0.54 -0.62
0.63 0.55 0.62

=====

Density functional theory data (the ωB97M-V functional and the def2-TZVPD basis) for a cluster of 2 separate species, CHCl5Si in total in a non-equilibrium geometry.

Results
* lowest unoccupied orbital energy: -1.1 eV
* multiplicity: 1
* Kohn-Sham gap: 8.285 eV
* ΔE to the lowest compared entry with this formula, charge and spin: 116.9 kcal/mol
* energy: -2629.1248 a.u.

Each line ends with the natural charge from an NBO analysis.
Cartesian coordinates (Å):
C -0.963491 1.036447 -0.404311  -0.563
Si 0.868160 0.694506 0.628687  1.012
Cl -0.700974 0.809698 -2.074952  0.047
Cl -2.032177 2.396204 0.043515  0.010
Cl -1.919319 -0.511035 0.135160  -0.098
Cl 0.197068 1.452187 2.288112  -0.415
Cl 1.801449 -2.645399 -0.342937  -0.205
H 2.749282 -3.232608 -0.273273  0.211

Cartesian forces (eV/Å) of the 2 atoms listed first:
-0.09 -1.16 1.92
-0.86 -0.50 -2.62

=====

Density functional theory data (the ωB97M-V functional and the def2-TZVPD basis) for a structure of composition CHClF2N2 in a non-equilibrium geometry.

Results
* lowest unoccupied orbital energy (spin up / spin down): -0.6 / -0.6 eV
* multiplicity: 1
* Kohn-Sham gap (spin up / spin down): 7.995 / 8.005 eV
* ΔE to the lowest compared entry with this formula, charge and spin: 115.8 kcal/mol
* energy: -807.7992 a.u.

Each line ends with the natural charge from an NBO analysis.
Cartesian coordinates (Å):
C -0.278739 0.029449 0.490143  0.173
N 0.631578 -1.589319 0.175892  -0.664
N 0.221050 0.873087 -0.455235  0.315
F -0.226365 1.976011 -1.055916  -0.149
F 1.075560 0.406919 -1.412341  -0.137
Cl -1.606649 0.424871 1.358071  0.174
H 0.183566 -2.121018 0.899385  0.289

Cartesian forces (eV/Å) of the 2 atoms listed first:
4.10 -4.30 -4.02
-2.25 5.29 0.37

=====

Density functional theory data (the ωB97M-V functional and the def2-TZVPD basis) for a structure of composition CHClF2O in a non-equilibrium geometry.

Results
* lowest unoccupied orbital energy: 0.1 eV
* multiplicity: 1
* Kohn-Sham gap: 10.134 eV
* ΔE to the lowest compared entry with this formula, charge and spin: 87.9 kcal/mol
* energy: -773.7430 a.u.

Each line ends with the natural charge from an NBO analysis.
Cartesian coordinates (Å):
C -0.304091 0.261236 0.422549  0.821
O 0.033678 -0.594794 -1.172790  -0.630
F -0.278897 1.515025 0.077043  -0.293
F -1.531603 0.079770 0.856300  -0.295
Cl 1.569141 -1.151185 -1.376765  0.232
H 0.511772 -0.110053 1.193664  0.165

Cartesian forces (eV/Å) of the 2 atoms listed first:
1.71 -1.35 -0.86
-1.87 1.66 3.12

=====

Density functional theory data (the ωB97M-V functional and the def2-TZVPD basis) for an isolated molecule of CHClF2OS2 in a non-equilibrium geometry.

Results
* lowest unoccupied orbital energy: -0.9 eV
* multiplicity: 1
* Kohn-Sham gap: 9.299 eV
* ΔE to the lowest compared entry with this formula, charge and spin: 22.6 kcal/mol
* energy: -1570.1805 a.u.

Each line ends with the natural charge from an NBO analysis.
Cartesian coordinates (Å):
C -0.309366 -0.978636 0.055409  0.405
O -1.042570 1.551936 -0.122550  -0.858
F -1.029692 -0.909910 1.214685  -0.318
F -1.114512 -1.164456 -0.991627  -0.287
S 1.316766 1.084756 -1.737502  -0.320
S 0.189798 0.833211 -0.216972  1.405
Cl 1.371693 1.094541 1.512889  -0.215
H 0.617883 -1.511441 0.285668  0.188

Cartesian forces (eV/Å) of the 2 atoms listed first:
-0.31 2.55 1.50
-0.03 0.27 0.44

=====

Density functional theory data (the ωB97M-V functional and the def2-TZVPD basis) for a cluster of 2 separate species, CHClFI in total.

Results
* lowest unoccupied orbital energy (spin up / spin down): -0.4 / -0.2 eV
* multiplicity: 1
* Kohn-Sham gap (spin up / spin down): 9.860 / 8.098 eV
* ΔE to the lowest compared entry with this formula, charge and spin: 103.7 kcal/mol
* energy: -896.2743 a.u.

Each line ends with the natural charge from an NBO analysis.
Cartesian coordinates (Å):
C -0.234082 0.362828 -0.032636  0.084
F 0.170351 0.557429 1.206565  -0.327
Cl -0.210554 1.820453 -0.886310  0.045
I -1.595361 -1.137006 -0.521145  0.196
H 1.869645 -1.603705 0.233525  0.001

Cartesian forces (eV/Å) of the 2 atoms listed first:
0.47 -0.23 -0.55
-0.36 -0.46 0.69